(1)
42
Properties=species:S:1:pos:R:3:mulliken_charge:R:1 method="wB97M-V/def2-TZVPD" lumo_energy_ev=-5.13 e_homo_ev=-11.60 mol_weight_g_mol=435.3 homo_lumo_gap_ev=6.465 de_lowest_kj_mol=0.0 total_charge=+1
Sr 27.57 -38.44 -10.01 1.7022
Cl 28.29 -35.67 -10.57 -0.6687
C 28.03 -32.67 -13.03 -0.4830
O 28.75 -33.86 -13.32 -0.4355
H 26.96 -32.92 -13.03 0.2334
H 28.28 -32.30 -12.04 0.2035
H 28.21 -31.84 -13.71 0.2595
H 28.53 -34.46 -12.61 0.1706
C 27.81 -33.52 -7.64 -0.1717
O 28.07 -33.56 -6.24 -0.3984
P 28.60 -34.90 -5.45 0.7473
O 27.69 -36.02 -5.57 -0.7165
O 30.10 -35.18 -6.04 0.1634
C 31.19 -34.29 -5.75 -0.7946
O 28.84 -34.35 -3.92 -0.3580
C 28.65 -35.18 -2.81 -0.6901
H 28.31 -32.63 -8.03 0.2466
H 26.73 -33.47 -7.78 0.2874
H 28.22 -34.38 -8.17 -0.1205
H 31.67 -34.02 -6.69 0.2623
H 31.98 -34.71 -5.14 0.2642
H 30.84 -33.38 -5.25 0.3839
H 29.60 -35.67 -2.62 0.2826
H 27.86 -35.93 -2.94 0.3215
H 28.38 -34.56 -1.96 0.2449
C 31.48 -35.89 -9.16 -0.7943
O 31.40 -36.58 -7.89 -0.0907
P 30.83 -38.08 -7.85 0.7235
O 29.56 -38.31 -8.56 -0.3348
O 30.83 -38.48 -6.28 -0.3036
C 29.62 -38.75 -5.56 -0.5028
O 32.10 -38.94 -8.54 -0.3606
C 32.16 -40.35 -8.46 -0.7149
H 31.04 -36.47 -9.97 0.3780
H 32.54 -35.78 -9.40 0.2800
H 30.95 -34.95 -9.09 0.2581
H 29.48 -37.94 -4.85 0.0839
H 29.64 -39.73 -5.07 0.3089
H 28.70 -38.73 -6.13 0.2721
H 31.27 -40.83 -8.04 0.3017
H 32.96 -40.59 -7.77 0.2750
H 32.52 -40.73 -9.41 0.2839


(2)
33
Properties=species:S:1:pos:R:3:mulliken_charge:R:1 method="wB97M-V/def2-TZVPD" lumo_energy_ev=-2.73 e_homo_ev=-13.57 mol_weight_g_mol=176.4 homo_lumo_gap_ev=10.839 de_lowest_kj_mol=0.0 total_charge=+1
C -3.02 1.71 0.74 -1.4681
C -3.67 -0.44 -0.38 -1.5423
C 2.17 2.89 0.20 -0.9667
C 3.24 0.01 -0.05 -1.1053
C 0.72 -3.22 0.76 -0.7420
C -2.57 0.29 0.38 0.5321
C 0.90 0.77 -0.42 0.8309
N 1.04 2.07 -0.22 -0.2075
N 1.82 -0.15 -0.33 -0.0458
N 1.40 -2.83 -0.48 -0.6940
Si -1.00 0.25 -0.81 0.1196
H -3.23 2.29 -0.16 0.3577
H -3.93 1.66 1.32 0.4336
H -2.27 2.23 1.33 0.3564
H -3.38 -1.46 -0.62 0.3714
H -3.92 0.07 -1.31 0.3863
H -4.58 -0.49 0.23 0.4193
H 1.94 3.93 -0.03 0.3368
H 2.32 2.81 1.28 0.3310
H 3.08 2.62 -0.32 0.3365
H 3.40 0.58 0.87 0.3949
H 3.66 -0.99 0.09 0.3209
H 3.76 0.48 -0.88 0.3450
H -0.25 -2.73 0.79 0.2075
H 0.58 -4.30 0.85 0.3609
H 1.32 -2.87 1.60 0.2960
H 0.18 2.60 -0.31 0.2549
H 1.55 -1.16 -0.47 0.2770
H 0.87 -3.16 -1.28 0.2198
H 2.31 -3.29 -0.53 0.2473
H -2.37 -0.25 1.30 0.3270
H -1.27 1.21 -1.89 -0.1061
H -0.81 -1.13 -1.27 -0.1848


(3)
33
Properties=species:S:1:pos:R:3:lowdin_spin:R:1 method="wB97M-V/def2-TZVPD" lumo_energy_ev="-2.63 / -4.10" e_homo_ev="-12.01 / -12.98" mol_weight_g_mol=176.4 homo_lumo_gap_ev="9.384 / 8.876" multiplicity=3 total_charge=+1 s_squared=2.009
C 2.17 1.06 1.76 0.0197
C -0.18 2.05 1.73 0.0486
C -0.63 -1.85 -0.70 0.0491
C 2.54 -3.21 -2.28 0.1156
C -3.71 1.10 0.29 0.0020
C 0.86 1.21 0.96 0.0996
C 0.38 -0.01 0.45 0.5920
N -0.63 -0.66 0.12 0.1084
N 2.15 -2.01 -1.69 0.7760
N -3.20 -0.24 0.57 0.0322
Si 1.27 2.09 -0.78 0.0100
H 3.03 1.39 1.18 0.0006
H 2.12 1.66 2.66 0.0002
H 2.33 0.02 2.04 0.0042
H -0.46 1.56 2.66 0.0006
H -1.07 2.21 1.13 0.0005
H 0.26 3.02 1.97 0.0062
H 0.41 -2.06 -1.05 0.0099
H -1.02 -2.70 -0.14 0.0001
H -1.26 -1.69 -1.58 -0.0005
H 3.36 -3.01 -2.99 0.0472
H 2.95 -3.96 -1.58 0.0247
H 1.71 -3.64 -2.84 0.0000
H -3.33 1.80 1.04 0.0000
H -3.37 1.42 -0.70 0.0002
H -4.80 1.15 0.30 0.0011
H -1.69 -0.39 0.38 0.0230
H 2.85 -1.68 -1.03 0.0238
H -3.63 -0.91 -0.07 0.0001
H -3.44 -0.52 1.51 0.0005
H -0.03 2.33 -1.41 -0.0002
H 2.11 1.17 -1.53 0.0034
H 1.94 3.32 -0.37 0.0013